A) This record from the OMol25 dataset describes a single C5H9N3O molecule. The level of theory is the ωB97M-V functional and the def2-TZVPD basis.

Last column: Löwdin charge in e.
Geometry (Å):
C  2.7313  0.0354  0.4647  -0.0246
N  1.9348  -0.1728  -0.5226  0.0174
C  0.5355  0.1789  -0.3153  -0.3150
C  0.2453  1.6230  -0.5914  -0.0612
C  -0.2897  -0.8096  0.0591  -0.2174
N  0.1502  -2.1056  0.3284  0.0918
C  -1.8693  -0.6600  0.0564  -0.4399
N  -2.4868  0.5377  0.1739  0.1658
O  -2.5440  -1.6881  0.0454  0.0227
H  2.3973  0.3831  1.4589  0.0909
H  3.8079  -0.1727  0.3495  0.0725
H  1.1410  2.1337  -0.9621  0.0808
H  -0.0506  2.1374  0.3285  0.0771
H  -0.5292  1.7360  -1.3545  0.0796
H  0.9607  -2.3193  -0.2522  0.0836
H  -0.6080  -2.7802  0.2106  0.0849
H  -2.0285  1.4212  0.3021  0.0739
H  -3.4978  0.5219  0.2207  0.1171

- net charge = 0
- HOMO-LUMO gap (Ha) = 0.3261
- structure (SMILES) = C=N/C(C)=C(\N)C(N)=O

***

B) This record from the OMol25 dataset describes a single C5H9N3O molecule. The level of theory is the ωB97M-V functional and the def2-TZVPD basis.

Last column: Löwdin charge in e.
Geometry (Å):
N  -2.5892  -0.5603  -0.2941  -0.0027
C  -1.6907  0.5612  -0.2502  -0.2857
C  -0.9917  0.5099  1.1854  0.0121
C  -0.3211  0.3373  -0.1651  -0.5225
C  0.7060  1.3503  -0.4428  -0.1383
N  2.0245  0.8135  0.0181  0.0418
C  2.1791  -0.4560  0.1801  -0.1746
N  1.1277  -1.3861  0.0596  -0.0363
O  0.0581  -0.9584  -0.5982  -0.0315
H  -2.2072  -1.6268  -0.1746  0.1528
H  -3.1170  -0.4908  0.6099  0.0774
H  -2.0430  1.5516  -0.6613  0.1652
H  -0.8507  1.5545  1.5041  0.0993
H  -1.2149  -0.3063  1.8864  0.1117
H  0.8344  1.5418  -1.5572  0.1443
H  0.7215  2.3175  0.1307  0.1348
H  3.1136  -0.8262  0.6153  0.1194
H  1.0673  -1.9340  0.9032  0.1327

- net charge = 0
- HOMO-LUMO gap (Ha) = 0.3498
- structure (SMILES) = N[C@H]1C[C@]12CN=CNO2

***

C) This record from the OMol25 dataset describes a single C5H9N3O molecule. The level of theory is the ωB97M-V functional and the def2-TZVPD basis.

Last column: Löwdin charge in e.
Geometry (Å):
H  -1.7450  -2.0680  0.6589  0.0416
N  -0.7970  -2.3437  0.4438  0.1579
C  -0.0324  -1.3640  0.1626  -0.3744
C  1.3835  -1.8100  -0.1413  -0.1720
O  2.2473  -1.0917  -0.6064  0.0598
N  -0.2824  0.0005  0.1211  -0.1209
C  0.6531  0.9359  0.7232  -0.2532
C  1.1386  2.0167  -0.2035  -0.0898
N  -1.5659  0.5648  0.1041  0.0305
C  -2.4189  -0.0166  -0.6755  -0.0270
H  1.5301  -2.8871  0.0024  0.1188
H  1.5066  0.3676  1.1302  0.1176
H  0.1103  1.3762  1.5342  0.1039
H  1.7741  2.6741  0.4349  0.0841
H  1.7871  1.5732  -0.9815  0.0713
H  0.2875  2.5741  -0.6877  0.0863
H  -3.4480  0.3339  -0.6257  0.0657
H  -2.1285  -0.8359  -1.3939  0.0999

- net charge = 0
- HOMO-LUMO gap (Ha) = 0.3255
- structure (SMILES) = [H]/N=C(/C=O)N(CC)N=C

***

D) This record from the OMol25 dataset describes a single C5H9N3O molecule. The level of theory is the ωB97M-V functional and the def2-TZVPD basis.

Last column: Löwdin charge in e.
Geometry (Å):
C  -2.4608  -0.0670  -0.1791  -0.0123
N  -1.0592  -0.3859  0.1953  -0.0204
C  -0.7205  -1.5922  0.2173  -0.2327
C  1.4925  -0.1267  0.6376  -0.5123
N  2.3545  -0.5250  -0.3298  0.1269
C  0.3057  0.8166  0.1950  -0.2516
C  0.3913  1.5461  -1.0009  -0.0675
N  1.6737  -0.5405  1.8463  0.0943
O  -0.6537  -2.7138  -0.0911  0.2218
H  2.1116  -0.2706  -1.2793  0.0856
H  3.1160  -1.1054  -0.0087  0.1070
H  0.9263  -0.2087  2.4554  0.0344
H  0.0131  1.4213  1.0527  0.1107
H  -2.7590  0.8218  0.3752  0.0880
H  -3.1215  -0.8884  0.1038  0.0930
H  -2.5355  0.1289  -1.2477  0.0902
H  0.3222  2.6243  -0.9943  0.0232
H  0.6033  1.0652  -1.9477  0.0216

- net charge = 0
- HOMO-LUMO gap (Ha) = 0.2670

***

Stability, descending: A), C), D), B)

***

A) This record from the OMol25 dataset describes 12 unconnected molecules or ions with the total composition H26NO11. The level of theory is the ωB97M-V functional and the def2-TZVPD basis.

Last column: Löwdin charge in e.
Geometry (Å):
N  -0.0210  0.1707  0.0745  0.3343
H  0.5713  -0.0363  -0.6138  0.0460
H  -0.8495  -0.5584  0.1846  0.1353
H  -0.2821  1.0406  -0.1706  0.0268
H  0.4097  0.2651  1.0673  0.1545
O  -1.3059  2.0100  2.2318  -0.1434
H  -1.3553  3.0397  2.0958  0.0987
H  -1.5044  1.8509  3.2334  0.0950
O  -2.7018  -1.1245  1.7059  -0.0162
H  -2.4876  -0.7207  1.0096  -0.1893
H  -3.1951  -0.4799  2.3795  0.1406
O  -0.3704  2.9331  -1.4868  -0.1489
H  -0.1381  3.9056  -1.2082  0.0967
H  -1.3926  3.1304  -1.3224  0.0998
O  -2.6347  -0.0631  -0.7272  -0.0115
H  -3.3127  0.6990  -0.8240  0.1522
H  -2.5744  -0.4938  -1.4760  -0.0613
O  2.7823  0.9015  1.3153  0.0488
H  3.4756  0.4000  1.0820  0.0093
H  2.8751  1.4189  2.0648  0.0386
O  2.5272  2.1837  -1.2441  0.0320
H  3.1608  2.7580  -1.1328  -0.0454
H  2.6281  1.8630  -0.3799  -0.0347
O  -1.3844  -0.2446  -3.2943  -0.1302
H  -1.3525  -0.1806  -4.3505  0.1378
H  -0.5066  -0.2794  -2.8594  0.0008
O  2.3389  -2.6964  0.1253  -0.0657
H  2.7934  -2.8554  -0.6938  0.0229
H  1.4063  -2.8275  -0.0345  -0.0789
O  -0.1065  -2.7649  0.1734  -0.0738
H  -0.9086  -2.5516  -0.4233  0.1059
H  -0.6061  -3.5156  0.5731  0.1176
O  0.4039  -1.7939  -2.3594  -0.0585
H  0.1319  -2.7097  -2.3610  0.0604
H  0.7103  -1.7805  -3.2853  0.0894
O  0.6261  -0.4567  3.6369  0.0077
H  0.7035  0.3220  4.0545  -0.0360
H  1.4458  -0.7588  3.2392  0.0426

- net charge = +1
- HOMO-LUMO gap (Ha) = 0.3871

***

B) This record from the OMol25 dataset describes 12 unconnected molecules or ions with the total composition H26NO11. The level of theory is the ωB97M-V functional and the def2-TZVPD basis.

Last column: Löwdin charge in e.
Geometry (Å):
N  0.2407  0.2894  -0.1791  0.3413
H  0.8567  0.5634  -0.9041  0.0680
H  -0.0283  -0.6906  -0.2531  0.0962
H  -0.4603  0.9974  0.0159  0.0938
H  0.7847  0.2964  0.6859  0.0926
O  2.7567  1.6124  -1.8571  -0.0296
H  2.8937  1.7444  -2.7761  0.0330
H  2.5547  2.4574  -1.4731  0.0331
O  1.8077  -1.6016  -2.2531  -0.0231
H  1.3527  -2.3876  -2.6001  0.0553
H  2.2097  -1.8656  -1.4461  0.0166
O  -0.6313  3.4974  -0.4511  -0.0400
H  -0.2183  3.4184  0.4209  0.0373
H  -1.4913  3.8294  -0.2291  0.0304
O  2.8537  1.4874  1.4739  -0.0411
H  3.1567  0.6004  1.5589  0.0201
H  2.2117  1.4884  2.1859  -0.0367
O  -2.6723  -1.0836  0.5369  -0.0238
H  -3.1603  -1.0126  -0.2941  0.0547
H  -3.2973  -0.7026  1.1209  0.0250
O  0.9567  1.0994  3.2729  -0.0496
H  1.2367  1.1094  4.1999  0.0868
H  0.4997  0.2334  3.2469  0.0230
O  -1.5663  -1.6776  -2.6371  -0.0373
H  -1.1853  -2.3266  -2.0071  0.0016
H  -2.3983  -1.4206  -2.2821  0.0120
O  -0.3563  -3.3836  -0.8151  -0.0517
H  -1.0933  -3.6636  -0.2341  0.0825
H  0.3857  -3.1616  -0.2261  0.0540
O  0.0827  -1.5176  2.3279  -0.0107
H  -0.8513  -1.6266  2.4529  0.0418
H  0.3437  -2.0226  3.0739  0.0556
O  -1.7763  1.6654  1.8449  -0.0001
H  -2.5313  1.3294  1.4259  0.0032
H  -1.7143  1.0364  2.5439  0.0222
O  -0.3313  0.7424  -3.1991  -0.0120
H  -1.1593  0.8244  -2.8511  -0.0318
H  -0.2613  -0.1796  -3.4221  0.0074

- net charge = +1
- HOMO-LUMO gap (Ha) = 0.3660

***

C) This record from the OMol25 dataset describes 12 unconnected molecules or ions with the total composition H26NO11. The level of theory is the ωB97M-V functional and the def2-TZVPD basis.

Last column: Löwdin charge in e.
Geometry (Å):
N  -0.5513  0.4199  0.0782  0.3401
H  -0.2373  -0.1998  0.8836  0.1210
H  -1.1898  -0.3366  -0.2707  0.1518
H  0.2533  0.6863  -0.3257  0.0571
H  -1.0587  1.1366  0.3840  0.0561
O  1.7880  3.3446  -0.8362  -0.0469
H  2.0440  4.2014  -0.9751  -0.0016
H  1.9070  3.1160  0.1846  0.1295
O  -0.0568  -2.2853  2.5960  -0.0386
H  -0.5214  -1.3199  2.8688  0.0893
H  -0.6504  -2.5714  2.0725  -0.1547
O  0.5835  0.9915  2.5094  -0.0676
H  0.6527  1.9080  2.7946  0.0807
H  0.6482  0.5308  3.4041  0.1194
O  -0.7578  2.7776  -1.3963  -0.0215
H  -1.0885  2.2226  -2.0577  -0.0240
H  0.0346  3.1881  -1.6095  -0.0308
O  -2.9914  0.7748  -1.8510  -0.0756
H  -3.1574  1.0667  -2.7436  0.0396
H  -3.6673  0.0103  -1.8649  0.0970
O  -1.6836  -3.8082  0.5129  -0.0790
H  -1.0063  -3.2855  -0.2279  0.0811
H  -2.4564  -3.7341  0.1299  -0.0865
O  3.0335  0.1886  1.4165  -0.0683
H  3.7779  -0.2459  1.7907  0.0290
H  2.1524  0.3508  1.8406  0.0009
O  0.5051  0.7093  -3.0476  -0.0099
H  0.2325  -0.1808  -3.1721  0.0142
H  1.3049  0.5291  -2.6306  -0.0514
O  -2.0693  -0.2998  2.7463  -0.0452
H  -2.8925  -0.8906  2.5143  0.1540
H  -2.1047  0.1014  3.5457  -0.0041
O  -0.0196  -2.4476  -1.0755  0.0407
H  -0.4478  -2.3885  -1.9035  0.0700
H  0.7957  -2.8242  -0.9371  0.0508
O  2.5287  -0.5221  -1.7374  -0.1210
H  3.2014  -0.9130  -2.4440  0.1381
H  3.1647  -0.0010  -1.1663  0.0665

- net charge = +1
- HOMO-LUMO gap (Ha) = 0.3880

***

Stability, descending: B), C), A)

***

A) This record from the OMol25 dataset describes 2 unconnected molecules or ions with the total composition C3H8O2. The level of theory is the ωB97M-V functional and the def2-TZVPD basis.

Last column: Löwdin charge in e.
Geometry (Å):
C  1.7083  -0.3476  -1.4222  -0.0974
C  0.5597  -1.0284  -2.1926  -0.1484
C  -0.4865  -1.4923  -1.5356  -0.1664
O  -1.5712  -2.3729  -1.9760  -0.0932
H  2.0244  -0.8979  -0.5463  0.0662
H  2.4425  -0.1233  -2.2352  0.0818
H  1.2894  0.5656  -1.0202  0.0600
H  0.7726  -1.1940  -3.1832  0.0674
H  -0.6913  -1.4881  -0.4983  0.1022
H  -1.7851  -2.1455  -2.9587  0.1278
O  -0.2568  4.0822  5.8271  -0.1312
H  -0.2705  3.7746  4.8996  0.0247
H  0.1528  5.0440  5.6364  0.1065

- net charge = 0
- HOMO-LUMO gap (Ha) = 0.3670
- structure (SMILES) = C/C=C/O.O

***

B) This record from the OMol25 dataset describes 2 unconnected molecules or ions with the total composition C3H8O2. The level of theory is the ωB97M-V functional and the def2-TZVPD basis.

Last column: Löwdin charge in e.
Geometry (Å):
C  -2.9241  1.1852  0.7562  -0.1061
C  -1.5376  1.5306  0.2416  -0.2064
C  -0.7791  0.2266  -0.0958  -0.2845
O  -1.0769  -0.6349  -0.8684  0.0582
H  -3.3945  0.4298  0.1253  0.0733
H  -2.9410  0.8295  1.7850  0.0773
H  -3.5985  2.0393  0.6656  0.0702
H  -0.8779  1.8866  1.0399  0.0946
H  -1.4379  2.2399  -0.5710  0.1097
H  0.1487  0.1156  0.5088  0.1137
O  5.2549  -1.9994  -0.1014  -0.0569
H  5.3114  -1.0839  -0.3692  0.0243
H  5.0977  -2.4760  -0.9221  0.0325

- net charge = 0
- HOMO-LUMO gap (Ha) = 0.3892
- structure (SMILES) = CCC=O.O

***

C) This record from the OMol25 dataset describes a single C3H8O2 molecule. The level of theory is the ωB97M-V functional and the def2-TZVPD basis.

Last column: Löwdin charge in e.
Geometry (Å):
C  1.3017  -0.7851  0.6023  -0.0516
C  0.1874  0.2508  0.5226  -0.4504
O  0.6093  1.4806  -0.0206  -0.0410
C  -0.9203  -0.2328  -0.4194  -0.2023
O  -1.7606  0.8805  -0.7418  -0.0721
H  1.7144  -1.0157  -0.3866  0.0821
H  0.9002  -1.7161  1.0235  0.0835
H  2.1208  -0.4600  1.2505  0.0811
H  -0.2061  0.4007  1.5438  0.1441
H  -0.2348  1.8079  -0.3900  0.0709
H  -0.4236  -0.6102  -1.3221  0.1277
H  -1.5220  -1.0258  0.0350  0.1250
H  -1.7665  1.0253  -1.6972  0.1028

- net charge = 0
- HOMO-LUMO gap (Ha) = 0.3977
- structure (SMILES) = C[C@@H](O)CO

***

Stability, descending: C), B), A)

***

A) This record from the OMol25 dataset describes 2 unconnected molecules or ions with the total composition C3H8O2. The level of theory is the ωB97M-V functional and the def2-TZVPD basis.

Last column: Löwdin charge in e.
Geometry (Å):
C  -1.6745  -1.0840  2.2767  -0.1317
O  -2.7590  -1.0457  1.7440  -0.0176
H  -1.2317  -0.1394  2.5076  0.0678
H  -1.1953  -2.0749  2.2787  0.0853
C  1.1521  0.8980  -0.3062  -0.1079
C  0.8440  0.3742  -1.6864  -0.3149
O  -0.4826  -0.1689  -1.6391  -0.1005
H  1.1588  0.0803  0.3920  0.0527
H  2.2500  1.3091  -0.2817  0.1138
H  0.3856  1.6029  -0.0397  0.0685
H  1.5499  -0.3912  -2.0096  0.1035
H  0.7258  1.1866  -2.4449  0.1245
H  -0.7230  -0.5469  -0.7916  0.0565

- net charge = 0
- HOMO-LUMO gap (Ha) = 0.3994
- structure (SMILES) = C=O.CCO

***

B) This record from the OMol25 dataset describes 2 unconnected molecules or ions with the total composition C3H8O2. The level of theory is the ωB97M-V functional and the def2-TZVPD basis.

Last column: Löwdin charge in e.
Geometry (Å):
C  -2.8262  -0.6741  0.2341  -0.0033
C  -1.5542  -0.3100  0.0327  -0.2879
O  -0.5107  -1.1926  -0.1114  -0.0090
H  -3.6020  -0.3259  -0.4448  0.0483
H  -3.2066  -1.4767  0.8525  0.0456
H  -1.2544  0.7363  -0.0357  0.0982
H  0.1263  -0.9109  0.5642  0.0801
C  1.9798  1.6289  0.1092  -0.1406
O  2.1365  0.2410  -0.2062  -0.1318
H  1.0437  1.7064  0.6487  0.0685
H  2.7920  1.9671  0.7603  0.0743
H  2.0786  2.2316  -0.7930  0.0808
H  2.7644  0.1914  -0.9310  0.0768

- net charge = 0
- HOMO-LUMO gap (Ha) = 0.3405
- structure (SMILES) = C=CO.CO

***

Stability, descending: A), B)